[1]
23
Properties=species:S:1:pos:R:3 method="wB97M-V/def2-TZVPD" de_lowest_ev=1.9615 charge=+1 total_energy_ev=-10448.5993 fmax_ev_per_a=2.460 homo_ev=-12.7 e_lumo_ev=-3.31 orbital_gap_ev=9.415
C 3.02 -1.67 0.70
C 1.61 -1.08 0.87
C 1.12 -0.47 -0.43
C -0.37 -0.17 -0.41
C -0.86 0.56 -1.40
N -2.33 0.75 -1.55
N 1.47 -0.03 1.88
H 3.43 -1.83 -0.30
H 3.75 -1.05 1.22
H 3.10 -2.64 1.19
H 0.98 -1.93 1.14
H 1.67 0.39 -0.83
H 1.28 -1.12 -1.29
H -0.79 -0.29 0.58
H -0.29 1.02 -2.16
H -2.59 0.80 -2.53
H -2.84 0.05 -1.02
H -2.62 1.63 -1.07
H 1.62 -0.40 2.81
H 2.27 0.60 1.79
H -4.35 3.06 0.28
H -4.11 1.60 0.64
O -4.17 2.20 -0.11



[2]
54
Properties=species:S:1:pos:R:3 method="wB97M-V/def2-TZVPD" de_lowest_ev=0.2802 multiplicity=2 total_energy_ev=-97471.4847 fmax_ev_per_a=1.828 s2=0.793 homo_ev="-8.5 / -8.5" e_lumo_ev="-0.43 / -2.84" orbital_gap_ev="8.027 / 5.620"
Ir -0.02 0.06 0.06
O -2.25 -1.79 2.03
P -1.13 -1.03 2.87
O -1.50 -0.72 4.25
O -0.69 0.17 1.99
O 0.12 -2.10 2.84
P 0.70 -2.85 1.54
O -0.55 -3.75 1.03
O 1.88 -3.66 1.83
O 0.85 -1.74 0.48
H -2.00 -2.68 1.73
H -0.37 -4.68 1.23
O -4.54 0.29 -0.17
C -4.58 0.22 -1.51
C -5.84 0.30 -2.10
C -5.99 0.23 -3.46
C -4.88 0.08 -4.30
C -3.63 0.00 -3.73
C -3.45 0.08 -2.34
C -2.09 -0.01 -1.80
O -1.95 0.17 -0.49
N -1.08 -0.24 -2.59
N 0.15 -0.34 -1.92
C 1.11 -0.73 -2.69
S 0.80 -1.12 -4.36
C 2.56 -1.28 -4.78
C 3.29 -1.83 -3.57
S 2.73 -0.90 -2.12
H -3.63 0.19 0.15
H -6.69 0.42 -1.44
H -6.99 0.30 -3.89
H -5.00 0.02 -5.37
H -2.75 -0.12 -4.35
H 2.95 -0.31 -5.07
H 2.62 -1.96 -5.63
H 4.37 -1.68 -3.65
H 3.09 -2.89 -3.42
N 0.21 2.93 -0.70
C 0.00 1.83 -0.38
H 0.33 3.88 -0.95
Cl 7.27 -0.60 -0.93
C 5.72 -0.18 -0.27
C 5.19 1.07 -0.54
C 3.94 1.38 -0.04
C 3.22 0.47 0.75
C 1.93 0.85 1.27
C 3.81 -0.78 1.04
C 5.05 -1.10 0.53
H 5.74 1.78 -1.15
H 3.51 2.36 -0.25
H 1.80 1.92 1.31
H 1.56 0.33 2.15
H 3.29 -1.50 1.65
H 5.49 -2.06 0.75